{"formula": "C8H12O8Pt", "method": "wB97M-V/def2-TZVPD", "species": ["Pt", "C", "C", "O", "O", "H", "H", "H", "C", "C", "O", "O", "H", "H", "H", "C", "C", "O", "O", "H", "H", "H", "C", "C", "O", "O", "H", "H", "H"], "coordinates": [[-9.882, -38.181, -13.750], [-8.129, -39.578, -17.241], [-8.797, -39.179, -15.955], [-8.319, -39.582, -14.858], [-9.813, -38.429, -16.023], [-8.260, -38.773, -17.957], [-8.649, -40.470, -17.607], [-7.099, -39.873, -17.061], [-10.546, -33.878, -13.845], [-10.176, -35.160, -13.091], [-10.498, -35.240, -11.920], [-9.541, -36.019, -13.816], [-11.600, -33.906, -14.121], [-9.928, -33.738, -14.734], [-10.394, -33.031, -13.173], [-14.331, -37.804, -13.462], [-12.962, -38.132, -12.851], [-12.081, -38.466, -13.738], [-12.868, -38.098, -11.641], [-14.888, -38.736, -13.596], [-14.250, -37.386, -14.471], [-14.852, -37.095, -12.823], [-8.457, -40.924, -11.163], [-9.151, -39.607, -10.752], [-9.269, -38.744, -11.673], [-9.499, -39.505, -9.573], [-8.780, -41.154, -12.182], [-8.845, -41.715, -10.513], [-7.372, -40.919, -11.083]], "forces_ev_per_angstrom": [[-0.4820, -0.2268, 1.1902], [-0.3274, -0.5259, -0.0752], [-0.1532, 0.3198, 0.7469], [0.2640, -0.1277, -0.6839], [0.3366, -0.1311, -0.1884], [0.2432, -0.0496, -0.1716], [-0.0086, 0.1164, -0.1249], [0.1446, 0.2409, -0.0924], [0.4161, 0.3611, -0.0064], [0.1360, -0.1250, -0.2568], [-0.0847, -0.1001, 0.2335], [-0.3720, -0.0719, -0.0911], [-0.0216, -0.0831, -0.0522], [-0.1440, -0.0900, -0.0456], [-0.1108, 0.0226, -0.0042], [-0.0372, 0.0781, -0.6750], [0.1286, -0.1352, -0.5880], [0.0291, 0.4122, 0.1517], [0.1887, -0.0303, 0.4134], [-0.1317, 0.0640, 0.3149], [0.1950, 0.0524, 0.1296], [-0.1887, -0.1950, 0.1020], [-0.9827, -0.4665, -0.1333], [0.3428, -0.1310, -0.1946], [-0.0663, 0.4129, 0.0258], [0.0386, 0.1249, 0.1846], [0.4156, -0.0079, -0.0638], [0.1612, 0.0018, 0.0528], [0.0708, 0.2900, -0.0980]], "charge": -2, "orbital_gap_ha": [0.23687, 0.24393], "spin_multiplicity": 3, "e_above_lowest_kj_mol": 58.5, "molar_mass_g_mol": 431.254, "s2": 2.003}